Entry 1:
The following is a DFT calculation (wB97M-V/def2-TZVPD) of the molecule C13H19N3O3S.

Its relative energy (zero: lowest compared OMol25 entry of this formula, charge and spin) is 28.1 kcal/mol. Its SMILES is CCOc1ccc(NC(=S)NNC(=O)C[C@@H](C)O)cc1. The multiplicity is 1.

XYZ file:
```
39
C13H19N3O3S (wB97M-V/def2-TZVPD)
C 6.4847 1.1825 -1.6405
C 5.0471 1.0286 -1.1701
O 4.7406 -0.3531 -1.1740
C 3.5044 -0.7564 -0.7903
C 2.4730 0.0861 -0.3869
C 1.2448 -0.4354 -0.0174
C 1.0197 -1.8072 -0.0606
N -0.2092 -2.3738 0.3229
C -1.4541 -1.8891 0.1292
S -2.7499 -2.5346 0.9264
N -1.6344 -0.9392 -0.8386
N -2.7637 -0.1260 -0.7817
C -2.7074 1.0232 -0.0396
O -1.6481 1.4753 0.3368
C -4.0515 1.6672 0.1816
C -4.8860 0.8941 1.2311
C -4.1768 0.8657 2.5809
O -6.1764 1.4487 1.3231
C 2.0593 -2.6537 -0.4421
C 3.2827 -2.1364 -0.8018
H 6.5935 0.7733 -2.6411
H 6.7590 2.2334 -1.6520
H 7.1527 0.6457 -0.9727
H 4.9333 1.4364 -0.1563
H 4.3670 1.5670 -1.8447
H 2.6112 1.1542 -0.3402
H 0.4796 0.2413 0.3361
H -0.1694 -3.2481 0.8294
H -0.8125 -0.4561 -1.1853
H -3.6347 -0.6351 -0.8663
H -3.8885 2.6885 0.5322
H -4.6085 1.6957 -0.7561
H -5.0524 -0.1332 0.8888
H -3.9470 1.8761 2.9160
H -4.8126 0.3829 3.3189
H -3.2492 0.3056 2.5055
H -6.1125 2.3101 1.7525
H 1.8995 -3.7216 -0.4538
H 4.0927 -2.7827 -1.0992
```

Table of Mulliken atomic charges, one value per atom, all in e: -1.42 -0.25 -0.39 0.60 -0.32 -0.68 -0.01 -0.03 0.02 -0.42 -0.23 -0.27 0.49 -0.59 -0.84 0.31 -1.28 -0.57 -0.66 -0.61 0.32 0.41 0.33 0.36 0.36 0.43 0.72 0.27 0.39 0.38 0.38 0.32 0.25 0.37 0.37 0.29 0.36 0.40 0.42



Entry 2:
The following is a DFT calculation (wB97M-V/def2-TZVPD) of the molecule C13H19NO4.

Its relative energy (zero: lowest compared OMol25 entry of this formula, charge and spin) is 34.1 kcal/mol. Its SMILES is COC(=O)c1ccc(C)c(N(CCO)CCO)c1. The multiplicity is 1.

XYZ file:
```
37
C13H19NO4 (wB97M-V/def2-TZVPD)
C 5.3665 1.1495 -0.3287
O 4.2835 0.2479 -0.1704
C 3.0706 0.8108 -0.0355
O 2.9003 2.0073 -0.0447
C 1.9919 -0.1875 0.1227
C 2.2404 -1.5556 0.1627
C 1.1813 -2.4247 0.3334
C -0.1276 -1.9748 0.4540
C -1.2228 -2.9632 0.7103
C -0.3862 -0.5958 0.3735
N -1.7111 -0.1319 0.5039
C -2.5732 -0.3810 -0.6368
C -2.1745 0.3866 -1.9113
O -2.9774 0.0205 -3.0068
C -1.8800 1.1639 1.1354
C -3.2672 1.2940 1.7836
O -4.2864 1.6715 0.8867
C 0.6854 0.2778 0.2252
H 5.4621 1.7875 0.5526
H 6.2563 0.5382 -0.4557
H 5.2080 1.7841 -1.2033
H 3.2500 -1.9228 0.0752
H 1.3713 -3.4870 0.3927
H -2.0466 -2.4857 1.2342
H -0.8465 -3.7894 1.3098
H -1.5982 -3.3797 -0.2249
H -3.5942 -0.1120 -0.3555
H -2.5507 -1.4451 -0.8746
H -1.1485 0.1352 -2.1926
H -2.2324 1.4718 -1.7438
H -3.8998 0.1851 -2.7792
H -1.7354 2.0096 0.4437
H -1.1288 1.2384 1.9242
H -3.2069 2.0181 2.6072
H -3.5727 0.3282 2.1906
H -4.0798 2.5432 0.5310
H 0.5305 1.3442 0.1716
```

Table of Mulliken atomic charges, one value per atom, all in e: -0.68 -0.30 0.47 -0.62 -0.07 -0.75 -0.78 1.02 -2.05 -0.16 0.47 -0.70 -0.37 -0.56 -0.63 -1.01 -0.52 0.18 0.29 0.23 0.29 0.47 0.42 0.35 0.50 0.34 0.67 0.14 0.26 0.22 0.34 0.38 0.54 0.38 0.34 0.34 0.55



Entry 3:
The following is a DFT calculation (wB97M-V/def2-TZVPD) of the molecule C13H19NO5S.

Its relative energy (zero: lowest compared OMol25 entry of this formula, charge and spin) is 11.1 kcal/mol. Its SMILES is CCCCNS(=O)(=O)c1ccc(OCC(=O)OC)cc1. The multiplicity is 1.

XYZ file:
```
39
C13H19NO5S (wB97M-V/def2-TZVPD)
C 1.1392 0.5216 4.7629
C 1.9900 0.0531 3.5879
C 1.6040 -1.3376 3.0837
C 0.2213 -1.3728 2.4392
N -0.0202 -2.6585 1.8134
S -1.4849 -2.7494 1.0004
O -1.7077 -4.1375 0.7213
O -2.5067 -2.0221 1.7050
C -1.0747 -1.8789 -0.4974
C -1.6967 -0.6860 -0.7969
C -1.3594 0.0001 -1.9520
C -0.3854 -0.5191 -2.8010
O 0.0182 0.0514 -3.9678
C -0.4797 1.3134 -4.3195
C -0.0443 2.4099 -3.3484
O 0.7629 2.2765 -2.4731
O -0.6895 3.5462 -3.6212
C -0.3536 4.6681 -2.8089
C 0.2344 -1.7328 -2.4841
C -0.1106 -2.4104 -1.3349
H 1.5030 1.4776 5.1326
H 1.1843 -0.1987 5.5767
H 0.1007 0.6450 4.4685
H 3.0369 0.0277 3.8985
H 1.9051 0.7683 2.7674
H 1.6315 -2.0467 3.9143
H 2.3310 -1.6660 2.3387
H 0.1618 -0.6303 1.6383
H -0.5627 -1.1465 3.1719
H 0.0661 -3.4341 2.4550
H -2.4453 -0.3077 -0.1186
H -1.8545 0.9331 -2.1705
H -1.5732 1.3210 -4.4144
H -0.0471 1.5355 -5.2999
H -0.5648 4.4519 -1.7601
H 0.7063 4.9056 -2.9136
H -0.9682 5.4910 -3.1630
H 0.9828 -2.1138 -3.1600
H 0.3497 -3.3482 -1.0705
```

Table of Mulliken atomic charges, one value per atom, all in e: -1.15 -0.42 -0.65 -0.54 -0.30 1.42 -0.74 -0.69 -0.40 -0.30 -0.15 0.60 -0.44 -0.53 0.68 -0.55 -0.32 -0.64 -0.92 -0.41 0.35 0.29 0.32 0.32 0.28 0.33 0.31 0.31 0.32 0.32 0.51 0.36 0.38 0.35 0.30 0.29 0.23 0.45 0.41



Entry 4:
The following is a DFT calculation (wB97M-V/def2-TZVPD) of a structure of composition C13H20AsCl2F2N2O4S in a non-equilibrium geometry.

The multiplicity is 1. Its total charge is -1.

XYZ file:
```
45
C13H20AsCl2F2N2O4S (wB97M-V/def2-TZVPD)
C 2.0772 -1.1828 -2.1382
O 0.8134 -0.9173 -1.5643
C 0.1564 0.1752 -2.2443
As -0.8221 1.3069 -0.8460
S -1.2335 -0.6872 0.3295
C -0.5552 3.0425 -1.8789
N -0.3407 2.9201 -3.3221
C -1.7904 2.4066 0.5529
C -2.0105 1.8267 1.9418
F -0.8386 1.4838 2.6039
C -2.6316 1.1075 -1.8618
C -3.6594 0.2314 -1.2160
O -3.9441 -0.8093 -1.6057
F -4.3691 0.6838 -0.1393
O 0.7781 1.5374 0.2014
N 1.8758 1.8125 -0.5083
O 2.4842 2.7547 -0.0877
H 2.0384 -1.1517 -3.2411
H 2.4185 -2.1911 -1.8685
H 2.8018 -0.4425 -1.7635
H 0.9530 0.6972 -2.7868
H -0.5068 -0.3038 -2.9844
H -1.5789 -1.6424 -0.5570
H 0.2008 3.7010 -1.4325
H -1.5011 3.5942 -1.7509
H 0.6361 2.7540 -3.5206
H -0.9465 2.2427 -3.7642
H -2.7482 2.7543 0.1511
H -1.1904 3.3212 0.6841
H -2.4449 2.6366 2.5612
H -2.7531 1.0279 1.9904
H -2.5122 0.7012 -2.8719
H -3.1219 2.0850 -2.0082
Cl 2.3836 -5.7816 1.4728
C 2.1751 -4.2697 2.2938
C 1.3240 -3.2828 1.8103
Cl 0.4054 -3.4953 0.3647
C 1.1970 -2.0833 2.4987
C 1.9137 -1.8723 3.6656
C 2.7596 -2.8612 4.1512
C 2.8895 -4.0575 3.4647
H 0.5371 -1.3118 2.1212
H 1.8116 -0.9343 4.1962
H 3.3189 -2.6996 5.0645
H 3.5501 -4.8268 3.8426
```

Table of Mulliken atomic charges, one value per atom, all in e: -0.83 -0.09 -0.99 1.18 -0.50 -1.06 -0.65 -0.83 -0.66 -0.27 -0.67 0.24 -0.49 -0.31 -0.37 0.13 -0.52 0.32 0.18 0.32 0.58 0.28 0.15 0.47 0.40 0.29 0.29 0.43 0.45 0.36 0.31 0.37 0.52 -0.23 0.38 0.33 -0.12 -0.01 -0.85 -0.33 -0.49 0.16 0.40 0.35 0.38



Entry 5:
The following is a DFT calculation (wB97M-V/def2-TZVPD) of a structure of composition C13H20ClGaIN2OPSe in a non-equilibrium geometry.

Its relative energy (zero: lowest compared OMol25 entry of this formula, charge and spin) is 21.3 kcal/mol. The multiplicity is 1. Its total charge is +2.

XYZ file:
```
41
C13H20ClGaIN2OPSe (wB97M-V/def2-TZVPD)
C -4.0655 1.2949 -0.8436
I -2.8940 -0.3031 -1.8073
H -3.4734 1.7230 -0.0320
H -4.9687 0.7909 -0.4658
H -4.3359 2.0259 -1.6170
Ga -0.9383 0.4945 -0.3044
P 0.5140 1.7792 -1.5452
C 0.6622 1.1299 -3.2348
C -0.1570 3.4605 -1.6984
H 2.3134 2.3250 0.0025
H 2.7051 2.8521 -1.6519
H 2.8459 1.1337 -1.2067
C 2.2504 2.0428 -1.0554
H -0.2384 3.9129 -0.6979
H 0.5048 4.0887 -2.3218
H 1.1539 1.8744 -3.8899
H -0.3321 0.8935 -3.6433
H -1.1581 3.4276 -2.1542
H 1.2668 0.2072 -3.2353
C 0.2302 -1.4688 -0.9252
O 0.2728 -2.4586 -1.5802
Cl -1.4201 1.3793 1.6683
C 1.0993 -1.1593 3.8283
N 1.1552 -2.3818 3.0364
C 1.2675 -2.4741 1.6762
Se 1.5131 -1.0013 0.4724
N 1.3784 -3.8070 1.3963
C 1.2811 -4.5650 2.5696
C 1.3205 -5.9335 2.7666
C 1.1115 -6.3950 4.0749
C 0.8624 -5.4860 5.1303
C 0.8547 -4.1014 4.8963
C 1.0627 -3.6710 3.5983
H 1.3814 -0.3092 3.1974
H 1.7888 -1.2191 4.6809
H 0.0842 -1.0022 4.2136
H 1.5590 -4.1750 0.4665
H 1.5153 -6.5864 1.9176
H 1.1545 -7.4607 4.3012
H 0.7040 -5.8651 6.1439
H 0.7333 -3.3587 5.6874
```

Table of Mulliken atomic charges, one value per atom, all in e: -0.75 0.24 0.24 0.34 0.34 0.77 0.80 -1.16 -1.15 0.41 0.42 0.38 -1.21 0.39 0.41 0.41 0.35 0.38 0.35 0.09 -0.43 -0.29 -0.93 0.26 -0.04 -0.12 0.06 0.35 -0.77 -0.49 -0.64 -0.53 0.69 0.28 0.35 0.35 0.26 0.40 0.41 0.40 0.40



Entry 6:
The following is a DFT calculation (wB97M-V/def2-TZVPD) of the molecule C13H20F9IO7P2S in a non-equilibrium geometry.

Its SMILES is CC[C@@H](I)[C@]1(PP(=O)(O)O)OC(=O)O[C@]1(CCCO)CCC(F)(F)C(F)(F)S(F)(F)(F)(F)F. The multiplicity is 1.

XYZ file:
```
53
C13H20F9IO7P2S (wB97M-V/def2-TZVPD)
C -0.2945 2.1206 2.2630
C 0.6973 0.8783 2.0186
C 1.7198 1.1046 0.7626
I 3.5225 0.0112 1.2787
C 1.1248 0.9650 -0.6779
P 2.1583 1.8125 -2.1127
P 4.2888 1.6954 -1.8560
O 4.9370 2.4202 -3.0756
O 4.7360 2.6742 -0.4941
O 4.9801 0.1436 -1.8087
O -0.0913 1.8023 -0.8735
C -0.3368 1.5261 -2.2966
O -1.0325 2.2823 -3.0164
O 0.3220 0.2888 -2.7234
C 0.6082 -0.3757 -1.4028
C 1.7010 -1.4902 -1.8985
C 2.1866 -2.5686 -0.8588
C 1.4082 -2.7850 0.5056
O 2.3432 -3.2127 1.5601
C -0.8415 -1.0375 -1.1494
C -1.6538 -0.6877 0.1534
C -3.2373 -0.8761 -0.1886
F -3.6967 0.0106 -1.2051
F -3.2914 -2.1953 -0.8066
C -4.1763 -0.9857 1.0994
F -5.2750 -1.8458 0.7305
F -3.5600 -1.6616 2.2112
S -4.9209 0.5922 1.7525
F -4.0524 0.3947 3.1806
F -3.6999 1.5724 1.1882
F -5.9039 0.8270 0.4302
F -6.1640 -0.3162 2.4753
F -5.6232 1.9577 2.4278
H -1.3858 1.9404 1.9857
H 0.0956 3.0900 1.7716
H -0.2933 2.3393 3.4026
H 1.4030 0.8773 2.9408
H 0.2077 -0.1520 2.0276
H 2.0240 2.2203 0.8829
H 1.8582 3.2333 -2.0008
H 4.8703 3.5868 -0.8446
H 4.7870 -0.3132 -2.6709
H 2.6143 -1.0027 -2.3951
H 1.1508 -2.0346 -2.7638
H 3.2955 -2.3535 -0.5945
H 2.2267 -3.5980 -1.3938
H 0.6942 -3.6912 0.3697
H 0.8111 -1.8906 0.8972
H 1.9127 -3.1006 2.4421
H -0.6630 -2.1855 -1.1530
H -1.5330 -0.8909 -2.0686
H -1.5614 0.3524 0.6007
H -1.3972 -1.4687 0.9712
```

Table of Mulliken atomic charges, one value per atom, all in e: -0.81 -0.37 -1.12 0.15 1.35 -0.19 0.94 -0.70 -0.50 -0.45 -0.43 0.36 -0.56 -0.50 1.14 -1.22 -0.57 0.24 -0.55 -1.34 0.15 0.71 -0.27 -0.36 0.62 -0.26 -0.26 1.17 -0.33 -0.26 -0.28 -0.32 -0.29 0.09 0.22 0.36 0.58 0.16 0.59 0.12 0.32 0.37 0.00 0.46 0.24 0.27 0.25 -0.22 0.35 0.29 0.54 -0.33 0.47



Entry 7:
The following is a DFT calculation (wB97M-V/def2-TZVPD) of a structure of composition C13H20IN2O3P in a non-equilibrium geometry.

Its relative energy (zero: lowest compared OMol25 entry of this formula, charge and spin) is 0.0 kcal/mol. The multiplicity is 1.

XYZ file:
```
40
C13H20IN2O3P (wB97M-V/def2-TZVPD)
C 4.2104 1.1569 1.0127
C 2.9426 0.8559 1.3477
C 1.8305 0.5082 0.3525
C 2.2955 0.9931 -0.9513
N 2.6217 1.4084 -1.9690
C 0.5413 1.2807 0.8060
C -0.2397 2.0468 -0.2677
C -1.0197 1.1884 -1.2682
C -2.0915 0.3414 -0.5726
C -3.4054 0.3298 -1.3616
C -4.4688 -0.5818 -0.7435
C -4.6404 -0.3926 0.7641
C 1.7231 -1.0563 0.3829
I 1.0481 -1.7914 2.3167
C 0.8075 -1.5637 -0.6215
N 0.1362 -1.9345 -1.4713
P 3.3034 -1.9678 0.0270
O 3.9176 -1.5965 -1.2403
O 2.8155 -3.4954 -0.0212
O 4.2433 -1.8899 1.3124
H 5.0136 0.7332 1.6034
H 4.4196 1.8113 0.1753
H 2.6387 0.8681 2.3910
H -0.1640 0.6469 1.3408
H 0.8781 2.0287 1.5230
H 0.3715 2.7991 -0.7648
H -1.0110 2.6055 0.2714
H -1.5541 1.9007 -1.9021
H -0.3637 0.6177 -1.9217
H -2.3242 0.7902 0.3962
H -1.7900 -0.6894 -0.3860
H -3.7945 1.3523 -1.3304
H -3.2295 0.0373 -2.3969
H -5.4334 -0.3621 -1.2059
H -4.2406 -1.6217 -0.9837
H -4.6445 0.6607 1.0441
H -5.6030 -0.8005 1.0749
H -3.8801 -0.9395 1.3200
H 3.0529 -3.9533 0.7961
H 5.0871 -2.3250 1.1218
```

Table of Mulliken atomic charges, one value per atom, all in e: -0.88 -0.71 2.46 -0.82 -0.53 -0.82 -1.43 -0.67 -0.19 -0.98 -0.50 -1.14 -0.15 0.29 0.05 -0.49 1.04 -0.68 -0.54 -0.43 0.29 0.29 0.41 0.30 0.37 0.44 0.56 0.54 0.44 0.27 0.27 0.34 0.32 0.40 0.32 0.29 0.38 0.24 0.34 0.36



Entry 8:
The following is a DFT calculation (wB97M-V/def2-TZVPD) of a structure of composition C13H20InN5O11P2.

Its relative energy (zero: lowest compared OMol25 entry of this formula, charge and spin) is 0.0 kcal/mol. The multiplicity is 1.

XYZ file:
```
52
C13H20InN5O11P2 (wB97M-V/def2-TZVPD)
In 0.0489 -0.7513 0.3495
O -1.8944 -4.2247 5.0595
C -1.5161 -3.5520 4.1451
C -2.3717 -3.0365 2.9807
O -3.5529 -3.2187 2.8241
C -1.4432 -2.2819 2.1280
C -0.1733 -2.2604 2.6782
O 0.8168 -1.5982 2.1044
C -0.0871 -3.0530 3.9014
O 0.8866 -3.2972 4.5719
O -1.7357 -1.6827 1.0051
N 3.2538 -2.6283 -2.1517
C 2.8334 -1.1727 -2.0931
C 3.6815 -0.3877 -3.0755
P 1.0477 -1.1146 -2.5106
O 1.1065 -2.0708 -3.8020
O 0.3628 -1.8979 -1.3927
O 0.5603 0.2495 -2.7773
P 3.1415 -0.6407 -0.3189
O 2.9155 -2.0703 0.3829
O 4.5232 -0.1630 -0.2475
O 1.9496 0.2215 0.0615
H 3.1140 -3.0022 -3.0928
H 2.7006 -3.1582 -1.4692
H 4.2381 -2.7103 -1.8832
H 3.5488 -0.7586 -4.0945
H 4.7314 -0.4247 -2.7838
H 3.3707 0.6554 -3.0571
H 0.3251 -2.0583 -4.3649
H 2.4270 -2.0541 1.2318
C -1.5048 1.5296 1.6501
N -2.2558 2.7593 1.6238
C -3.3798 2.6086 0.6955
N -2.9156 2.3151 -0.6618
C -2.1638 1.0843 -0.6441
N -0.9810 1.1890 0.2845
C -0.1300 2.3368 -0.1892
N -0.8938 3.5621 -0.2072
C -1.3908 3.8380 1.1404
C -2.0378 3.4003 -1.1049
H -2.1398 0.7032 1.9763
H -0.6483 1.6237 2.3228
H -3.9554 3.5347 0.6836
H -4.0224 1.7964 1.0391
H -1.7731 0.8641 -1.6404
H -2.7846 0.2586 -0.2907
H 0.2350 2.0857 -1.1855
H 0.7189 2.4244 0.4888
H -1.9596 4.7685 1.1288
H -0.5444 3.9511 1.8200
H -1.6751 3.1791 -2.1100
H -2.6072 4.3303 -1.1294
```

Table of Mulliken atomic charges, one value per atom, all in e: 2.56 -0.54 0.46 -0.13 -0.60 0.79 0.74 -1.07 0.05 -0.61 -0.94 -0.29 0.67 -1.77 0.88 -0.60 -0.79 -0.81 0.71 -0.65 -0.82 -0.48 0.40 0.32 0.36 0.46 0.46 0.37 0.38 0.51 -0.69 0.05 -0.70 0.04 -0.67 -0.08 -0.62 0.13 -0.70 -0.70 0.36 0.34 0.34 0.35 0.29 0.37 0.16 0.37 0.33 0.35 0.35 0.32



Number 1: E_HOMO -8.2 eV, lowest unoccupied orbital energy 0.69 eV. Number 2: E_HOMO -8.2 eV, lowest unoccupied orbital energy 0.66 eV. Number 3: E_HOMO -9.1 eV, lowest unoccupied orbital energy 0.56 eV. Number 4: E_HOMO -4.5 eV, lowest unoccupied orbital energy 2.66 eV. Number 5: E_HOMO -14.0 eV, lowest unoccupied orbital energy -6.92 eV. Number 6: E_HOMO -9.3 eV, lowest unoccupied orbital energy -1.61 eV. Number 7: E_HOMO -9.6 eV, lowest unoccupied orbital energy -0.81 eV. Number 8: E_HOMO -8.2 eV, lowest unoccupied orbital energy -0.51 eV.